This record from the OMol25 dataset describes C6H9N as an isolated structure. The level of theory is the ωB97M-V functional and the def2-TZVPD basis.

Last column: Löwdin charge in e.
Positions of all 16 atoms, in Å:
C (-0.81585, -0.99482, -1.55797)  -0.02
C (-0.00141, -0.21774, -0.57246)  -0.44
C (1.06961, -0.46220, 0.41901)  -0.17
C (1.52328, 0.93821, 0.08100)  -0.18
N (0.21560, 1.16638, -0.57491)  0.06
C (-0.97806, 0.90846, 1.25444)  0.05
C (-0.28418, -0.32390, 1.09551)  -0.17
H (-0.31814, -1.02114, -2.53457)  0.08
H (-1.79198, -0.51773, -1.69662)  0.08
H (-0.97207, -2.02433, -1.22387)  0.08
H (1.64734, -1.36241, 0.61210)  0.14
H (1.78559, 1.64154, 0.87688)  0.11
H (2.31353, 0.89717, -0.67905)  0.12
H (-1.61363, 1.32599, 0.49290)  0.06
H (-1.25223, 1.22493, 2.26964)  0.07
H (-0.52742, -1.17842, 1.73797)  0.12

Output
**E_LUMO (spin up / spin down)**: 0.49 / 0.49 eV
**Energy relative to the best compared isomer or geometry (same formula, charge and spin)**: 520.9 kJ/mol
**HOMO level (spin up / spin down)**: -8.38 / -8.38 eV
**HOMO-LUMO gap (spin up / spin down)**: 8.9 / 8.9 eV



This record from the OMol25 dataset describes a 2-piece molecular cluster, C6H16N2 overall. The level of theory is the ωB97M-V functional and the def2-TZVPD basis.

Last column: Löwdin charge in e.
Positions of all 24 atoms, in Å:
C (-0.42937, 1.99312, -0.98698)  -0.12
N (-0.58042, 0.54548, -1.05143)  -0.33
C (-1.95855, 0.17268, -0.76546)  -0.13
C (-0.21723, 0.08873, -2.39335)  -0.12
H (-0.65918, 2.31699, 0.03252)  0.08
H (-1.11122, 2.51643, -1.67117)  0.08
H (0.60181, 2.30330, -1.15162)  0.08
H (-2.03378, -0.91284, -0.69456)  0.08
H (-2.37025, 0.71621, 0.08359)  0.08
H (-2.62503, 0.44696, -1.60247)  0.08
H (-0.40293, -0.98109, -2.48127)  0.08
H (0.83875, 0.32018, -2.52717)  0.08
H (-0.80723, 0.59516, -3.17254)  0.08
C (2.76779, -0.19327, 2.02751)  -0.01
C (1.48238, -0.16276, 1.68656)  -0.19
C (0.72503, -1.39093, 1.26556)  -0.30
N (-0.51754, -1.54909, 2.03785)  0.01
H (3.24289, 0.65991, 2.49007)  0.05
H (3.28722, -1.13782, 1.92143)  0.05
H (0.90850, 0.75541, 1.77270)  0.09
H (0.54989, -1.33815, 0.18837)  0.08
H (1.37270, -2.24897, 1.45138)  0.10
H (-0.81932, -2.50844, 1.93163)  0.06
H (-1.24491, -1.00719, 1.60887)  0.03

Output
**E_LUMO**: 0.93 eV
**Energy relative to the best compared isomer or geometry (same formula, charge and spin)**: 182.2 kJ/mol
**HOMO level**: -8.79 eV
**SMILES**: CN(C)C.C=CCN
**HOMO-LUMO gap**: 9.7 eV



Q: Which value of energy relative to the best compared isomer or geometry (same formula, charge and spin) does entry 1 give?
A: 520.9 kJ/mol



What did the second record say?
This record from the OMol25 dataset describes a 2-piece molecular cluster, C6H16N2 overall. The level of theory is the ωB97M-V functional and the def2-TZVPD basis.

Last column: Löwdin charge in e.
Positions of all 24 atoms, in Å:
C (-0.42937, 1.99312, -0.98698)  -0.12
N (-0.58042, 0.54548, -1.05143)  -0.33
C (-1.95855, 0.17268, -0.76546)  -0.13
C (-0.21723, 0.08873, -2.39335)  -0.12
H (-0.65918, 2.31699, 0.03252)  0.08
H (-1.11122, 2.51643, -1.67117)  0.08
H (0.60181, 2.30330, -1.15162)  0.08
H (-2.03378, -0.91284, -0.69456)  0.08
H (-2.37025, 0.71621, 0.08359)  0.08
H (-2.62503, 0.44696, -1.60247)  0.08
H (-0.40293, -0.98109, -2.48127)  0.08
H (0.83875, 0.32018, -2.52717)  0.08
H (-0.80723, 0.59516, -3.17254)  0.08
C (2.76779, -0.19327, 2.02751)  -0.01
C (1.48238, -0.16276, 1.68656)  -0.19
C (0.72503, -1.39093, 1.26556)  -0.30
N (-0.51754, -1.54909, 2.03785)  0.01
H (3.24289, 0.65991, 2.49007)  0.05
H (3.28722, -1.13782, 1.92143)  0.05
H (0.90850, 0.75541, 1.77270)  0.09
H (0.54989, -1.33815, 0.18837)  0.08
H (1.37270, -2.24897, 1.45138)  0.10
H (-0.81932, -2.50844, 1.93163)  0.06
H (-1.24491, -1.00719, 1.60887)  0.03

Output
**E_LUMO**: 0.93 eV
**Energy relative to the best compared isomer or geometry (same formula, charge and spin)**: 182.2 kJ/mol
**HOMO level**: -8.79 eV
**SMILES**: CN(C)C.C=CCN
**HOMO-LUMO gap**: 9.7 eV



Q: The lowest energy relative to the best compared isomer or geometry (same formula, charge and spin) belongs to which entry?
A: C6H16N2



Q: Which value of energy relative to the best compared isomer or geometry (same formula, charge and spin) does entry 2 give?
A: 182.2 kJ/mol